Molecular formula: C48H32O24
Method: DFT, wB97M-V/def2-TZVPD

electronic energy: -99425.246 eV
SMILES: O=C1C=C(O)C(=O)C=C1O.O=C1C=C(O)C(=O)C=C1O.O=C1C=C(O)C(=O)C=C1O.O=C1C=C(O)C(=O)C=C1O.O=C1C=CC(=O)C=C1.O=C1C=CC(=O)C=C1.O=C1C=CC(=O)C=C1.O=C1C=CC(=O)C=C1

Structure (ORCA input):
```
! RIJCOSX wB97M-V def2-TZVPD def2/J DEFGRID3
* xyz 0 1
C -0.62 4.46 4.62
C -0.26 4.89 5.78
C 0.37 3.99 6.84
O 0.85 4.63 7.78
C 0.29 2.51 6.63
C -0.13 2.03 5.44
C -0.61 3.04 4.35
O -0.92 2.58 3.30
O -0.19 0.73 5.20
O -0.25 6.18 6.15
H -0.92 5.09 3.75
H 0.62 1.90 7.53
H -0.48 0.63 4.25
H 0.13 6.27 6.99
C -5.84 -3.21 -1.03
C -5.47 -2.51 0.08
C -3.94 -2.36 0.56
O -3.70 -1.65 1.52
C -2.97 -3.16 -0.31
C -3.43 -3.67 -1.50
C -4.90 -3.91 -1.87
O -5.09 -4.55 -2.90
O -2.57 -4.12 -2.39
O -6.42 -1.96 0.90
H -6.83 -3.05 -1.49
H -1.91 -3.21 -0.03
H -3.09 -4.49 -3.12
H -6.12 -1.35 1.57
C 4.14 -3.47 3.21
C 2.97 -4.12 2.93
C 2.38 -4.07 1.56
O 1.37 -4.72 1.33
C 2.99 -3.05 0.60
C 4.18 -2.55 0.84
C 4.82 -2.71 2.23
O 5.86 -2.15 2.46
O 4.89 -1.67 0.16
O 2.37 -4.92 3.82
H 4.78 -3.56 4.09
H 2.51 -2.95 -0.35
H 5.62 -1.50 0.78
H 1.65 -5.46 3.43
C 0.71 2.66 -4.61
C 1.76 3.07 -3.82
C 1.61 3.55 -2.37
O 2.57 3.87 -1.73
C 0.20 3.54 -1.84
C -0.80 3.13 -2.61
C -0.60 2.56 -3.99
O -1.58 1.97 -4.45
O -2.05 2.99 -2.25
O 2.99 2.84 -4.07
H 0.87 2.30 -5.61
H 0.02 3.81 -0.80
H -2.33 3.26 -1.36
H 3.53 3.22 -3.34
C 5.66 0.39 -4.73
C 5.15 0.61 -3.54
C 3.76 0.11 -3.27
O 3.16 0.37 -2.23
C 2.96 -0.57 -4.32
C 3.47 -0.84 -5.49
C 4.86 -0.32 -5.80
O 5.45 -0.56 -6.84
H 6.64 0.74 -5.09
H 5.54 1.11 -2.66
H 1.91 -0.76 -4.13
H 3.00 -1.40 -6.31
C -0.63 -1.13 -2.61
C -0.96 -1.15 -3.93
C -0.26 -2.25 -4.77
O -0.33 -2.34 -5.94
C 0.55 -3.27 -4.01
C 0.80 -3.20 -2.68
C 0.25 -2.09 -1.94
O 0.69 -1.81 -0.83
H -0.88 -0.30 -1.96
H -1.44 -0.26 -4.42
H 0.91 -4.00 -4.72
H 1.51 -3.84 -2.20
C -0.42 -0.70 1.93
C 0.62 -1.27 2.57
C 2.00 -0.53 2.48
O 2.87 -0.85 3.27
C 2.04 0.59 1.62
C 1.04 1.20 1.08
C -0.28 0.50 1.08
O -1.15 0.72 0.23
H -1.50 -1.01 1.94
H 0.58 -2.23 3.13
H 3.00 1.08 1.51
H 0.98 2.13 0.45
C -4.19 1.71 0.28
C -5.24 1.20 0.89
C -5.55 1.39 2.34
O -6.45 0.77 2.89
C -4.83 2.43 3.10
C -3.84 3.04 2.52
C -3.47 2.83 1.02
O -2.70 3.58 0.41
H -3.92 1.50 -0.70
H -5.94 0.62 0.29
H -5.14 2.64 4.12
H -3.28 3.82 3.11
*
```

Löwdin population analysis, charges in e, atoms 1 to 99: C 0.0495; C -0.2432; C -0.2670; O 0.0826; C 0.0754; C -0.2258; C -0.3094; O 0.1088; O 0.1113; O 0.1315; H 0.1578; H 0.1547; H 0.1178; H 0.0717; C 0.0522; C -0.1517; C -0.2567; O 0.0788; C 0.0887; C -0.2354; C -0.3101; O 0.1021; O 0.1057; O 0.0780; H 0.1426; H 0.1217; H 0.1132; H 0.0735; C 0.0611; C -0.2162; C -0.2864; O 0.0939; C 0.0721; C -0.2546; C -0.3644; O 0.1306; O 0.1151; O 0.0937; H 0.1491; H 0.0795; H 0.1005; H 0.1288; C 0.0829; C -0.2522; C -0.3071; O 0.1163; C 0.0658; C -0.2639; C -0.3086; O 0.0756; O 0.1137; O 0.1144; H 0.1278; H 0.1224; H 0.0723; H 0.1367; C 0.0198; C 0.0127; C -0.3637; O 0.0826; C 0.0075; C 0.0355; C -0.3450; O 0.0907; H 0.1328; H 0.1238; H 0.0984; H 0.1306; C 0.0126; C 0.0717; C -0.4112; O 0.1312; C 0.0345; C 0.0221; C -0.3936; O 0.0833; H 0.1042; H 0.1136; H 0.1200; H 0.1188; C -0.0127; C 0.0575; C -0.3554; O 0.1107; C -0.0048; C 0.0415; C -0.3751; O 0.0719; H 0.1191; H 0.1328; H 0.1359; H 0.1342; C 0.0378; C 0.0124; C -0.3617; O 0.1039; C -0.0022; C 0.0242; C -0.2780